# H26O13

A cluster of 13 separate species, H26O13 in total (ωB97M-V with the def2-TZVPD basis set, the OMol25 dataset).

```
39
Properties=species:S:1:pos:R:3:forces:R:3:lowdin_charge:R:1
O 2.711105 1.804219 4.176585 0.0 0.0 0.2 -0.05
H 3.113945 1.394054 3.411274 0.2 -0.2 -0.3 0.02
H 2.092273 2.436910 3.811923 -0.2 0.2 0.0 0.02
O 1.259297 4.341439 -0.477479 0.0 -0.3 -0.2 -0.05
H 0.863446 4.552532 0.368086 -0.2 0.0 0.2 0.03
H 1.865310 5.063043 -0.645593 0.2 0.2 -0.1 0.03
O -2.870715 -1.245168 4.760202 -0.2 0.2 0.0 -0.05
H -2.674889 -1.677127 3.928753 0.0 -0.2 -0.2 0.02
H -2.084603 -1.377079 5.290163 0.2 0.0 0.2 0.03
O 3.581581 0.364800 -3.565172 0.0 0.1 0.3 -0.05
H 2.739313 0.293110 -4.014268 -0.3 0.0 -0.1 0.02
H 4.220007 0.037271 -4.198708 0.2 -0.1 -0.1 0.03
O -0.780290 0.139446 0.451681 -0.3 0.0 -0.1 -0.05
H -0.129059 0.717698 0.054492 0.2 0.2 -0.1 0.02
H -0.289238 -0.365777 1.099635 0.1 -0.2 0.2 0.03
O 2.079359 -3.298948 -0.360631 -0.2 0.0 0.2 -0.05
H 1.954043 -3.050428 -1.276473 -0.1 0.1 -0.2 0.03
H 3.029204 -3.349316 -0.253451 0.2 0.0 0.1 0.03
O -0.092300 2.391242 -4.081812 -0.2 -0.3 0.0 -0.05
H 0.593758 2.664317 -4.690901 0.1 0.1 -0.2 0.03
H 0.199097 2.717198 -3.230308 0.1 0.2 0.3 0.02
O -5.027984 0.758882 0.934864 -0.1 0.1 -0.3 -0.05
H -5.223315 1.020249 1.834729 -0.1 0.1 0.2 0.03
H -4.164230 0.349564 0.985954 0.3 -0.1 0.0 0.02
O -1.752567 -4.163702 1.297777 -0.1 0.1 0.3 -0.05
H -2.365727 -4.102406 0.565306 -0.2 0.0 -0.2 0.03
H -0.887278 -4.129704 0.889891 0.3 0.0 -0.1 0.02
O 1.939031 -4.461992 4.103166 0.1 -0.2 0.1 -0.05
H 1.917180 -4.313771 3.157764 0.0 0.0 -0.3 0.02
H 1.591844 -3.653896 4.480870 -0.1 0.2 0.1 0.03
O -2.920753 -0.708313 -4.641133 0.0 -0.1 -0.2 -0.05
H -2.313319 -0.057358 -4.289673 0.2 0.2 0.0 0.02
H -3.330604 -1.096195 -3.867954 -0.2 -0.1 0.2 0.03
O -4.297748 3.534344 -2.417416 -0.1 0.2 0.0 -0.05
H -3.618580 3.230023 -3.019354 0.2 0.0 -0.2 0.02
H -4.290809 2.895252 -1.704855 -0.1 -0.2 0.3 0.02
O 4.313130 0.271277 0.706209 -0.1 0.1 0.3 -0.05
H 3.994592 0.398851 -0.187367 -0.1 0.1 -0.3 0.02
H 5.056493 -0.324548 0.613227 0.2 -0.1 0.0 0.03
```
Forces are in eV/Å.

Computed properties:
energy relative to the best compared isomer or geometry (same formula, charge and spin)	296.53	kJ/mol
highest occupied orbital energy	-11.24	eV
E_tot	-993.66029	hartree
LUMO energy	-0.46	eV